{
  "formula": "C35H53GeN6O4Pr",
  "method": "ωB97M-V with the def2-TZVPD basis set",
  "total_charge": 3,
  "spin_multiplicity": 4,
  "homo_ev": [-16.54, -16.53],
  "max_force_ev_per_a": 5.11,
  "energy_ev": -124847.8283,
  "elements": ["Pr", "Ge", "O", "O", "O", "O", "N", "N", "N", "N", "N", "N", "C", "C", "C", "C", "C", "C", "C", "C", "C", "C", "C", "C", "C", "C", "C", "C", "C", "C", "C", "C", "C", "C", "C", "C", "C", "C", "C", "C", "C", "C", "C", "C", "C", "C", "C", "H", "H", "H", "H", "H", "H", "H", "H", "H", "H", "H", "H", "H", "H", "H", "H", "H", "H", "H", "H", "H", "H", "H", "H", "H", "H", "H", "H", "H", "H", "H", "H", "H", "H", "H", "H", "H", "H", "H", "H", "H", "H", "H", "H", "H", "H", "H", "H", "H", "H", "H", "H", "H"],
  "xyz": [[-0.06896, -0.25544, -0.35316], [2.63568, -1.88519, -0.76130], [2.08669, 0.26934, -0.90934], [1.04137, -2.07458, -1.76597], [0.87320, 5.53134, 4.86157], [1.45940, -1.83153, 0.81199], [0.37394, 1.20792, 1.67740], [-1.85016, 1.72133, -0.52765], [0.51420, 3.17600, 3.19323], [-2.68279, -0.99923, -0.90106], [-0.74709, 0.34126, -2.74900], [-1.90758, -1.27665, 1.75208], [-3.66310, 0.05022, -0.42020], [-1.86833, -1.03548, 3.09348], [-3.67708, 3.73537, -1.24546], [1.32830, -2.32748, 3.19933], [1.66923, -2.09569, -4.16927], [-0.02158, 1.20716, -3.50194], [0.65859, -4.08478, 1.45355], [2.83788, 2.47761, -0.84427], [-2.31756, 3.99743, -1.16608], [0.91948, 5.62639, 3.38645], [0.46387, 2.11699, 2.47625], [-3.08921, -2.27606, -0.19306], [-2.86020, -2.13845, 1.32602], [3.06781, -3.36693, 1.78588], [1.14016, -2.94885, -2.96065], [3.92018, 0.80583, 0.61966], [-2.77985, -1.61411, 3.96845], [-1.46686, 2.99896, -0.75157], [0.17777, 4.50832, 2.65527], [-4.09441, 2.44703, -0.91993], [-3.18845, 1.44003, -0.60582], [-3.70238, -2.87777, 2.15527], [4.24631, 0.73662, -1.84548], [3.28120, 1.06637, -0.70751], [-2.64476, -1.16613, -2.39011], [1.60831, -2.93109, 1.81371], [-0.27561, -3.56037, -3.26753], [-2.49973, 0.45766, -4.36059], [-1.95620, -0.06999, -3.17053], [0.46287, 3.07696, 4.66161], [-1.82094, 1.41380, -5.05886], [-3.71507, -2.61198, 3.52114], [-0.57986, 1.85899, -4.57591], [2.21256, -4.07097, -2.72671], [1.24558, 4.19694, 5.33300], [-3.80782, -0.04171, 0.63100], [0.40201, 6.57025, 3.19448], [-2.40558, -3.06813, -0.62880], [0.91802, -4.55571, 0.50442], [-0.89222, 4.69861, 2.84764], [-4.60828, -0.08641, -0.90734], [-4.36610, -3.11534, 4.17062], [2.16805, -1.66826, 3.45100], [3.22620, -3.66004, -2.91086], [3.28945, -3.92727, 2.71093], [3.12538, 0.79266, 1.41914], [-0.16078, -4.41744, -3.95371], [3.37780, -3.97208, 0.91554], [-3.54519, 0.25888, -4.66719], [4.66227, 1.54666, 0.93127], [-0.60868, 3.11819, 4.92830], [1.75226, -2.72238, -5.06408], [4.57699, -0.27935, -1.74442], [0.40108, 4.47672, 1.56425], [-0.93258, -2.82651, -3.73395], [2.08242, 2.58786, -0.05877], [-0.65492, -3.93532, -2.31318], [-4.13121, -2.51134, -0.45361], [-2.06342, -2.03781, -2.48900], [2.33943, 2.69952, -1.81896], [-3.66707, -1.37726, -2.82371], [-0.39965, -3.71264, 1.44208], [0.85337, 2.09236, 4.97832], [3.60861, -2.40326, 1.79246], [3.61719, 3.18759, -0.66916], [-0.14090, 2.67923, -5.13358], [4.40005, -0.15727, 0.60842], [1.24398, -3.16652, 3.91019], [1.96176, 5.69312, 3.01515], [0.97203, -1.32531, -4.39492], [0.38655, -1.72388, 3.12882], [-4.45651, -3.53029, 1.62488], [2.05300, -4.91150, -3.46199], [-4.42326, 4.48007, -1.52040], [-2.72492, -1.34588, 5.03060], [2.33336, 4.04469, 5.20809], [5.12045, 1.42111, -1.73356], [-1.94372, 4.98655, -1.31203], [0.69774, -4.87707, 2.20582], [2.17149, -4.48985, -1.70102], [2.62593, -1.59035, -3.97382], [-2.18688, 1.77087, -6.02785], [-1.11058, -0.35403, 3.46030], [3.71350, 0.78634, -2.79857], [-5.13063, 2.14369, -0.95935], [0.93807, 4.21663, 6.41247], [0.98859, 1.34244, -3.14294], [-0.39291, 3.22904, -0.58582]],
  "forces_ev_per_angstrom": [[-2.82, -0.79, 1.19], [-0.57, -0.77, 0.54], [2.45, -0.01, 0.66], [0.30, -0.12, -0.30], [0.04, -1.77, -1.82], [0.17, -0.18, -0.95], [0.62, 3.27, 2.97], [-0.89, 0.13, 0.26], [0.56, 0.26, 0.72], [-0.47, 0.70, 0.79], [0.24, -0.80, -0.69], [-0.32, -0.34, 0.14], [1.41, -0.46, -0.79], [-0.99, -0.67, -0.70], [-0.31, -0.66, 0.29], [-0.64, 0.18, -0.88], [-0.25, -0.65, 0.69], [-0.96, -0.04, 0.76], [-0.85, 0.71, 0.25], [-1.75, 0.59, -0.05], [-0.37, 0.15, 0.44], [0.71, 0.17, 1.21], [-0.62, -3.26, -3.88], [1.90, 0.21, -0.91], [0.12, 0.18, -0.60], [0.09, 0.36, 0.27], [0.60, -0.26, -1.10], [-0.81, -0.67, 2.23], [-0.49, -1.01, 0.29], [0.58, -0.73, 0.21], [-0.64, 0.26, -0.23], [-0.07, -0.29, -0.18], [1.54, 1.67, -1.00], [-1.07, 0.05, -0.55], [0.39, -0.26, -0.22], [-1.00, 0.96, -1.76], [-1.79, 0.64, 0.75], [0.15, -0.12, -0.08], [1.54, 0.11, 0.30], [-1.41, -0.57, 0.86], [-0.02, 0.98, -0.45], [-0.51, -0.37, 0.61], [0.91, 0.44, -0.29], [2.35, 1.76, -1.18], [-0.36, -0.09, -1.04], [-0.41, -0.05, -0.28], [-0.42, 1.22, 0.45], [-0.15, -0.56, 0.86], [0.21, -0.17, -0.21], [-0.88, 0.53, 0.56], [-0.06, 0.20, -0.12], [0.18, -0.37, -0.36], [-0.65, -0.12, -0.33], [-0.77, -0.46, 0.90], [-0.27, -0.13, 0.21], [-0.46, -0.32, 0.15], [0.10, 0.20, -0.51], [0.71, 0.01, -0.73], [-0.06, 0.45, 0.28], [-0.22, 0.16, 0.29], [0.87, -0.47, 0.20], [-0.13, 0.10, -0.57], [0.40, 0.11, 0.11], [0.15, 0.03, 0.25], [0.58, -0.49, 0.00], [-0.22, 0.36, 0.80], [0.10, -0.12, 0.06], [-0.05, 0.52, 0.00], [-0.29, -0.01, -0.18], [0.24, -0.14, 0.30], [0.53, -1.15, -0.48], [0.55, -0.24, 0.62], [0.91, 0.28, 0.42], [0.81, -0.35, -0.16], [-0.09, 0.49, -0.17], [0.38, -0.63, 0.17], [0.56, 0.39, 0.03], [0.59, -0.30, 0.25], [0.30, -0.46, 0.14], [-0.06, 0.61, -0.07], [-0.33, -0.02, 0.44], [-0.78, 0.70, -0.23], [0.94, -0.76, 0.37], [0.96, 0.58, 1.04], [0.19, 0.89, 0.82], [0.35, -0.06, 0.02], [-0.11, -0.16, -0.50], [-0.39, 0.07, 0.15], [-0.72, -0.45, -0.39], [0.24, 0.43, -0.25], [0.15, 0.18, 0.06], [-0.09, 0.05, -0.47], [-0.06, -0.45, 0.14], [-0.07, 0.15, 0.61], [-0.11, 0.05, -0.15], [0.36, 0.49, 0.00], [-0.19, 0.31, -0.07], [0.65, -0.16, -0.94], [0.10, 0.46, -0.09], [-0.71, -0.27, -0.25]],
  "mulliken_spin": [2.014, 0.030, 0.586, 0.125, 0.000, 0.055, -0.003, -0.002, 0.004, -0.003, -0.003, -0.005, 0.002, 0.002, 0.000, 0.003, -0.002, -0.007, 0.003, -0.010, 0.001, 0.000, 0.005, 0.007, 0.001, 0.007, -0.012, 0.093, 0.000, 0.003, -0.001, 0.000, -0.002, 0.000, 0.139, -0.044, 0.006, -0.002, 0.012, 0.000, -0.002, -0.001, 0.000, 0.000, -0.001, 0.003, 0.001, 0.000, 0.000, -0.001, 0.002, 0.000, 0.000, 0.000, -0.001, 0.000, -0.001, -0.002, 0.002, 0.001, 0.000, 0.002, 0.000, 0.000, 0.001, 0.001, -0.001, 0.001, -0.003, 0.000, -0.001, -0.003, 0.000, 0.001, 0.000, -0.001, -0.001, 0.000, -0.004, 0.001, 0.000, 0.004, 0.002, 0.000, 0.000, 0.000, 0.000, 0.000, 0.000, 0.000, 0.001, 0.000, 0.001, 0.000, 0.000, -0.002, 0.000, 0.000, 0.001, -0.002]
}

---

{
  "formula": "C35H54CuF9N6O2P",
  "method": "ωB97M-V with the def2-TZVPD basis set",
  "spin_multiplicity": 2,
  "homo_ev": [-4.97, -7.15],
  "max_force_ev_per_a": 3.65,
  "energy_ev": -128593.9417,
  "elements": ["Cu", "P", "F", "F", "F", "F", "F", "F", "F", "F", "F", "O", "O", "N", "N", "N", "N", "N", "N", "C", "C", "C", "C", "C", "C", "C", "C", "C", "C", "C", "C", "C", "C", "C", "C", "C", "C", "C", "C", "C", "C", "C", "C", "C", "C", "C", "C", "C", "C", "C", "C", "C", "C", "C", "H", "H", "H", "H", "H", "H", "H", "H", "H", "H", "H", "H", "H", "H", "H", "H", "H", "H", "H", "H", "H", "H", "H", "H", "H", "H", "H", "H", "H", "H", "H", "H", "H", "H", "H", "H", "H", "H", "H", "H", "H", "H", "H", "H", "H", "H", "H", "H", "H", "H", "H", "H", "H", "H"],
  "xyz": [[-1.79656, -4.03819, -1.34269], [-0.43200, -0.46711, -0.81388], [4.00270, 1.39875, -2.77662], [0.64270, -0.76055, -2.06612], [-1.22536, -1.79292, -1.22888], [3.72717, 3.53757, -2.73152], [2.61619, 2.21704, -1.30322], [-1.30053, 0.37814, -1.89583], [0.27111, 0.94663, -0.41705], [-1.58154, -0.32196, 0.29477], [0.50602, -1.29095, 0.22868], [0.69367, 2.45399, -3.16531], [2.21307, 1.89296, -4.86760], [-0.95132, -1.37104, -4.42449], [-1.70195, -3.22653, 1.44534], [1.31804, -5.07904, -0.83687], [2.61787, 0.88403, 2.56294], [-2.95354, 2.36631, 0.52376], [-5.32296, -1.96753, -1.56715], [-4.06217, 3.78629, 1.77849], [-6.62214, -2.05992, -1.16787], [2.29393, 0.95749, 4.99144], [1.96543, 2.22150, -3.70960], [3.38491, 0.86569, 3.90632], [2.34413, -5.42707, 1.09704], [1.87913, -3.89808, -0.42106], [5.37636, -0.48289, 0.11582], [2.56254, -4.08016, 0.77580], [-1.63962, 2.92175, -3.36308], [-5.74696, -0.26920, -0.18701], [-2.01521, -5.39394, 1.10177], [1.00154, 0.44283, 4.41106], [1.19137, 0.33234, 2.93453], [-3.26531, -4.72478, 0.83147], [3.25850, -0.06254, 1.45886], [-6.96014, -0.98809, -0.34760], [1.67158, 4.93772, 2.49186], [-4.20688, 2.85947, 0.75164], [2.50625, 2.37034, 2.06425], [3.06689, 2.36460, -2.58325], [-4.81658, -0.83703, -0.98956], [-0.62932, -2.68386, -6.22973], [-1.07447, -4.43519, 1.43979], [-2.09686, 2.99983, 1.33932], [-0.04936, -2.16988, -5.07716], [4.63889, 0.45725, 1.03233], [-2.74210, 3.88981, 2.15351], [-0.41785, 2.37648, -4.05702], [1.55292, -5.97857, 0.17234], [-1.88597, -2.09740, -6.27706], [2.90865, 5.80995, 2.18276], [-3.03864, -3.42654, 1.08728], [-2.11524, -1.38114, -5.06403], [1.91034, 3.43729, 3.00318], [5.33474, 0.56539, 1.86432], [2.66840, -5.94733, 1.98617], [-5.52606, 0.62794, 0.37222], [4.17775, 1.61087, 3.97124], [3.52856, 5.96147, 3.06642], [1.77084, 2.22958, 1.27212], [3.44929, 2.72270, 1.64637], [0.97610, 3.02511, 3.38448], [2.51314, 0.28415, 5.82009], [1.04604, -6.92896, 0.09346], [0.44720, 0.89419, 2.37005], [0.95102, -2.34113, -4.70791], [6.25167, 0.02349, -0.29098], [4.61107, 1.35648, 0.41695], [-0.05063, -4.39997, 1.78167], [-2.39138, 4.61876, 2.86907], [-4.84256, -2.63453, -2.15403], [3.13732, -3.36914, 1.35066], [1.11606, 5.44517, 3.28054], [3.45965, 5.19913, 1.46763], [-0.10580, -3.32583, -6.92270], [-3.71778, -2.58695, 1.07104], [2.50611, 3.55488, 3.90834], [1.11033, -0.71979, 2.66149], [-0.80490, -0.90315, -3.54146], [4.74842, -0.80599, -0.71448], [-2.57785, -2.13059, -7.10568], [3.25333, -1.02029, 1.97923], [-0.37630, 2.97582, -4.96650], [2.22244, 1.97635, 5.37211], [-7.22955, -2.83543, -1.61062], [-1.03780, 2.83883, 1.20187], [-3.79200, -0.51737, -1.10980], [5.64666, -1.33488, 0.73964], [0.66190, -5.20629, -1.59410], [-1.61975, 2.71478, -2.29310], [1.79746, -3.01764, -1.04117], [-0.65309, 1.31753, -4.16369], [-4.81406, 4.46364, 2.15565], [-2.98480, -0.91266, -4.62725], [-2.47676, 2.43911, -3.86743], [-7.98048, -0.73143, -0.10383], [0.64482, -0.48750, 4.85303], [2.58186, -0.06723, 0.60432], [0.18719, 1.12447, 4.65661], [-4.18620, -5.23580, 0.59230], [-5.11325, 2.59108, 0.22929], [-1.90080, -6.46780, 1.11365], [-1.23867, -2.34553, 1.61653], [2.72256, 6.78713, 1.73713], [1.02596, 4.91635, 1.61391], [3.89680, -0.07006, 4.13090], [-2.65346, 1.70422, -0.17744], [-1.84207, 3.98072, -3.52342]],
  "forces_ev_per_angstrom": [[-0.17, -0.43, -0.16], [0.42, -0.14, -1.54], [-0.72, 0.46, 0.23], [-0.19, 0.39, 1.53], [0.29, -0.71, -0.63], [-0.81, -0.48, 0.52], [0.37, 0.58, -1.37], [-0.54, 0.03, 0.14], [0.16, -0.79, 0.43], [0.16, 1.12, 0.90], [-0.10, 0.56, -0.27], [3.40, 0.37, -0.98], [-0.43, 1.17, 3.43], [1.31, -0.68, 0.81], [-1.48, -0.42, -0.24], [0.64, 0.71, 1.63], [0.13, 0.29, 0.79], [-0.64, 0.01, -0.46], [-0.29, 0.56, 0.43], [-2.18, 0.29, -0.70], [-0.94, 0.00, -0.29], [0.74, 0.12, 0.68], [-2.13, -0.79, -1.34], [-0.62, -0.67, 0.38], [0.60, -0.54, 1.99], [0.48, 0.79, -0.58], [-0.30, -0.91, 0.05], [-0.64, 0.23, -1.19], [-0.56, 0.42, 0.22], [-0.45, 0.92, -0.04], [0.25, -0.06, 0.03], [-1.08, 0.73, 0.50], [0.40, 0.04, -1.00], [1.01, -1.49, 0.48], [0.20, 1.83, 0.85], [0.41, -1.12, -0.90], [-0.10, -0.46, -0.01], [-0.25, 0.79, 0.89], [-0.95, -0.12, -0.68], [0.68, -0.71, -0.45], [1.57, -0.31, 0.03], [1.11, 1.01, 1.07], [-0.31, 0.03, 0.38], [2.37, 0.06, 0.37], [0.55, -0.31, 0.05], [0.09, -0.01, -0.22], [0.59, -0.04, -0.14], [-1.40, -0.19, 0.46], [-1.27, -1.39, -1.93], [-2.23, 0.68, 0.81], [0.14, -1.51, -0.05], [0.39, 2.51, 0.27], [-0.41, -0.49, -2.63], [0.25, 0.44, 0.82], [-0.38, 0.54, 0.37], [0.07, 0.06, 0.00], [-0.37, -0.18, 0.07], [-0.43, 0.33, -0.36], [0.02, -0.07, 0.04], [0.29, 0.24, -0.47], [0.06, -0.55, 0.13], [-0.37, 0.33, -0.16], [0.56, 0.38, 0.13], [0.37, -0.14, 0.26], [0.21, -0.07, -0.21], [-0.15, 0.17, 0.18], [0.06, -0.24, 0.11], [-0.61, 0.45, 0.67], [0.06, -0.74, -0.31], [0.41, -0.31, -0.09], [0.06, 0.22, 0.16], [-0.05, 0.05, -0.25], [-0.26, -0.30, 0.07], [0.57, 0.44, -0.17], [-0.26, 0.13, -0.10], [0.05, 0.01, -0.14], [0.40, -0.10, 0.00], [0.44, 0.19, -0.54], [0.18, -0.39, -0.13], [0.08, -0.12, -0.05], [-0.19, -0.29, 0.20], [0.24, -0.09, -0.33], [1.06, -0.62, -0.26], [-0.18, -0.15, 0.03], [-0.14, 0.06, 0.23], [0.04, -0.17, 0.12], [0.03, -0.30, -0.13], [0.37, -0.36, -0.55], [-0.07, 0.21, 0.03], [-0.24, -0.10, -0.16], [-0.02, -0.04, 0.06], [0.56, 0.06, -0.83], [-0.33, -0.35, -0.04], [0.03, 0.12, -0.36], [-0.24, -0.23, 0.40], [0.23, -0.07, 0.46], [0.48, -0.21, -0.13], [-0.19, -0.07, 0.21], [0.02, 0.23, -0.18], [0.03, 0.33, -0.06], [0.39, -0.14, -0.11], [0.27, 0.13, -0.17], [-0.34, -0.14, -0.25], [-0.42, -0.21, 0.03], [-0.08, -0.04, -0.04], [-0.08, -0.37, -1.01], [-0.24, -0.01, 0.12], [0.49, 0.19, 0.14]],
  "mulliken_spin": [0.894, 0.139, 0.000, -0.005, -0.214, 0.000, 0.000, -0.009, -0.008, -0.006, 0.022, 0.000, 0.000, 0.031, 0.010, 0.017, 0.000, 0.000, -0.005, 0.000, 0.006, 0.000, -0.001, 0.000, 0.011, 0.039, 0.000, 0.005, 0.000, 0.009, 0.022, 0.000, -0.002, 0.022, 0.001, -0.001, 0.000, 0.000, 0.000, 0.000, -0.003, 0.001, 0.034, -0.001, 0.011, 0.000, 0.000, -0.003, -0.004, 0.006, 0.000, 0.026, 0.012, 0.000, 0.000, 0.000, 0.001, 0.000, 0.000, 0.000, 0.000, 0.000, 0.000, 0.001, 0.001, -0.012, 0.000, 0.000, -0.018, 0.000, 0.014, 0.000, 0.000, 0.000, -0.001, -0.015, 0.000, 0.001, -0.019, 0.000, 0.002, 0.000, 0.000, 0.000, 0.001, 0.000, 0.007, 0.000, 0.052, 0.000, -0.045, 0.000, 0.000, -0.011, 0.000, 0.000, 0.000, 0.001, 0.000, -0.014, 0.000, -0.007, 0.004, 0.000, 0.000, 0.000, 0.000, 0.000]
}